Entry 1:
23
Properties=species:S:1:pos:R:3:forces:R:3 method="wB97M-V/def2-TZVPD" smiles="CC(C)C(=[NH2+])[C@@H](O)C(N)=O" total_charge=+1 e_lumo_ev=-4.52 orbital_gap_ev=9.50 relative_energy_kj_mol=178.18
O 1.09216 1.47731 0.87875 -1.53 0.73 -2.60
O 2.68031 -1.27327 -0.36331 1.66 -0.33 -0.33
N 3.51105 0.87321 0.06334 2.14 -0.77 -0.15
N 0.03929 -1.85553 -0.25338 0.98 3.25 -0.80
C 1.09886 0.50267 -0.14572 1.04 -0.37 -0.33
C -2.13586 0.42489 -1.22822 1.24 2.09 3.29
C -1.41897 0.16597 0.14643 0.79 -0.69 -1.17
C 2.63315 -0.06699 -0.22446 -4.99 0.32 0.63
C -2.27987 -0.51509 1.14574 1.33 1.12 0.48
C -0.13750 -0.53451 -0.07128 1.59 -1.52 -0.44
H -2.92854 -0.20596 -1.35039 -1.86 -1.86 -0.71
H -2.49163 1.42770 -1.04106 -0.48 0.28 -0.65
H 0.90647 1.05304 -1.08050 -0.15 -0.22 0.11
H -1.10912 1.11379 0.52248 0.08 0.76 0.33
H -1.41480 0.45472 -1.96421 1.07 -0.07 -2.07
H -1.69761 -0.80380 2.00160 -0.19 -0.22 0.58
H 4.47002 0.48134 0.14569 -0.72 1.11 -0.08
H -2.79465 -1.27752 0.70995 -1.19 -2.67 -0.96
H 1.06524 -2.03444 -0.45623 -0.92 -0.34 0.27
H 1.33465 1.02149 1.63490 0.83 -1.05 2.81
H -3.01515 0.19191 1.36099 -1.28 1.12 1.06
H -0.69778 -2.49925 -0.58322 0.37 0.55 0.78
H 3.29029 1.87831 0.15211 0.20 -1.22 -0.05

Entry 2:
25
Properties=species:S:1:pos:R:3:forces:R:3 method="wB97M-V/def2-TZVPD" smiles="CC(C)N1N2CC(=O)OP21(C)O" e_lumo_ev=0.67 orbital_gap_ev=9.75 relative_energy_kj_mol=152.31
P 0.73018 0.17370 0.98384 -1.36 0.87 -0.75
O 0.36770 1.16170 2.27520 -0.30 -0.59 -1.03
O -0.28100 3.23077 2.74531 -0.77 -0.71 -0.74
O 0.59592 -1.29466 1.71428 -0.07 0.58 -0.88
N 0.13183 1.42406 -0.19075 0.05 -2.17 -0.56
N -0.53924 -0.02758 -0.04506 0.55 1.87 -1.14
C -0.63257 2.46961 0.40659 0.70 -1.61 2.09
C -2.25171 -1.10813 -1.38602 -1.62 -2.22 -0.36
C -0.83295 -0.65671 -1.41185 0.87 -4.41 5.45
C 0.06647 -1.95436 -1.52348 1.52 -0.76 0.03
C 2.49829 0.15146 0.58365 1.21 1.69 1.89
C -0.29077 2.35274 1.92477 1.28 1.49 0.86
H -2.27183 -2.11708 -1.93857 -0.45 1.72 0.06
H -1.68423 2.51892 0.25942 -1.07 -0.55 -0.20
H 0.05814 -2.77920 -0.74327 -1.47 1.05 -0.58
H -2.99845 -0.38522 -1.79098 0.49 -0.67 0.43
H 1.13155 -1.71450 -1.28140 -0.49 0.38 -1.12
H 0.87269 -1.34780 2.61116 0.48 -0.03 1.24
H 2.57021 -0.64112 -0.14951 0.65 0.04 -0.17
H 2.97271 1.15943 0.32205 -1.25 -1.43 -0.44
H 3.10989 -0.04543 1.52975 -1.05 -0.56 -1.16
H -0.26767 3.38889 0.04551 0.70 1.30 -0.16
H -2.54544 -1.51156 -0.36061 0.43 1.18 -1.07
H -0.49202 0.03142 -2.04735 0.77 2.61 -2.93
H -0.01769 -2.47935 -2.53268 0.19 0.92 1.23

Entry 3:
30
Properties=species:S:1:pos:R:3:forces:R:3 method="wB97M-V/def2-TZVPD" e_lumo_ev="-0.70 / -1.54" spin_multiplicity=4 orbital_gap_ev="7.07 / 6.61" relative_energy_kj_mol=46.69
Sb -1.29676 3.36128 1.18237 0.03 0.02 0.00
V -0.91016 1.28626 -0.74401 0.06 0.04 0.01
S -3.01651 2.55120 -0.40014 -0.03 -0.01 -0.02
S -1.93528 2.82727 -2.15494 -0.01 0.00 0.00
S -1.87011 2.21300 3.01838 -0.01 -0.02 -0.01
O 0.84597 0.77679 -1.71796 0.05 -0.05 0.17
O 0.75981 0.71012 0.45302 -0.14 0.02 0.21
O -1.74674 -0.47737 -0.17859 0.05 0.03 -0.03
O 3.15988 -0.27429 0.75083 0.02 -0.01 -0.01
N -3.21244 -1.27560 1.31139 0.03 -0.04 0.04
N -0.99588 -0.99693 1.91324 0.01 0.01 0.01
C 1.40249 0.50533 -0.60778 0.06 0.00 -0.36
C 2.78568 -1.38816 -1.37337 -0.01 0.02 0.02
C 2.81006 -0.06477 -0.60844 -0.01 -0.03 0.00
C 3.74725 0.94244 -1.26955 0.01 0.01 0.00
C -4.31934 -1.13847 0.37970 -0.01 0.02 -0.01
C -1.97352 -0.88725 0.99026 -0.04 0.02 0.03
H 4.75591 0.52576 -1.31026 0.00 0.00 0.00
H -0.13003 -0.52048 1.68097 -0.03 -0.01 -0.02
H -5.23217 -1.42974 0.89239 0.00 0.00 0.00
H -3.38226 -1.64429 2.22966 -0.01 0.01 0.00
H -4.17855 -1.77801 -0.49051 0.00 0.00 0.00
H 3.79124 -1.81355 -1.39223 0.00 0.00 -0.01
H 3.77604 1.86698 -0.69310 -0.01 0.00 0.00
H 3.41964 1.16398 -2.28400 0.00 0.00 0.00
H 4.04814 -0.64651 0.77131 -0.02 0.01 0.00
H 2.45058 -1.23383 -2.39746 0.00 -0.01 0.00
H 2.11789 -2.09525 -0.88047 0.00 0.00 -0.01
H -4.41134 -0.10631 0.04497 0.01 -0.01 0.00
H -1.25948 -0.95960 2.88431 0.00 -0.01 -0.01

Entry 4:
22
Properties=species:S:1:pos:R:3:forces:R:3 method="wB97M-V/def2-TZVPD" smiles="C/[NH+]=C/N[C@H](C)CC=S" total_charge=+1 e_lumo_ev=-3.35 orbital_gap_ev=8.80 relative_energy_kj_mol=199.30
S -1.63360 3.15540 -0.78451 -1.03 -0.31 -0.53
N -0.76804 -1.77035 0.47806 -1.36 0.54 -1.75
N 1.01430 -0.36199 0.58148 -0.34 5.38 -2.52
C -1.34896 -3.00510 0.97215 2.37 -1.41 -1.85
C 0.56976 0.37803 -1.79494 0.94 1.84 -0.85
C 0.40673 -1.40559 0.91403 -0.83 -2.07 0.23
C -0.21115 3.20309 -0.09685 0.23 -1.73 -0.94
C 0.79052 2.06719 0.03817 -0.53 0.53 0.30
C 0.27887 0.72654 -0.38739 1.52 -1.73 1.26
H -1.34874 -1.21720 -0.20496 1.29 -0.72 1.16
H -2.34230 -3.04810 0.70489 -2.14 -0.14 -0.52
H 1.65026 0.14621 -1.78720 -0.38 0.26 -0.77
H 0.89392 -2.12828 1.52553 0.35 -0.36 0.78
H 0.05822 4.10802 0.32238 1.04 1.75 0.99
H 0.86089 1.98952 1.11547 0.78 0.29 0.50
H -0.81971 -3.95151 0.61899 -0.61 1.36 0.19
H 1.83007 0.07208 0.99904 0.04 -0.99 0.24
H -1.24226 -2.92749 1.98226 -0.16 -0.39 2.95
H 0.35090 1.39569 -2.30394 0.45 -2.02 0.03
H 1.74304 2.32494 -0.44913 -0.14 0.01 0.40
H -0.75822 0.70092 -0.20903 -1.31 -0.19 0.71
H 0.02549 -0.45201 -2.23450 -0.19 0.11 0.02

Entry 5:
23
Properties=species:S:1:pos:R:3:forces:R:3 method="wB97M-V/def2-TZVPD" total_charge=+1 e_lumo_ev=-3.20 orbital_gap_ev=10.27 relative_energy_kj_mol=174.97
N 1.73687 -0.42165 -0.06729 0.24 -0.06 -0.28
N 0.69918 1.64503 -0.31697 -0.04 0.49 0.05
N -0.44831 -0.57635 -1.10343 0.05 -0.07 0.13
N -2.30438 0.55337 0.06848 -0.50 0.31 0.30
C 0.03143 -1.83435 1.06606 -0.05 -0.10 -0.08
C -1.94008 -0.40611 -0.87970 -0.09 -0.44 -0.37
C 2.00590 0.99995 -0.31038 0.59 0.22 0.08
C 0.40561 -0.70046 0.17962 -1.31 3.60 1.30
C -1.51665 1.22633 0.78119 -0.10 0.34 0.22
C -0.04104 1.12860 0.79750 1.14 -4.05 -1.32
H -2.37518 -1.36706 -0.58166 0.21 0.08 -0.14
H -1.97515 1.90759 1.48982 -0.08 0.12 0.10
H 0.75175 2.65869 -0.35732 0.07 -0.07 -0.02
H -0.09445 0.33900 -1.46304 -0.07 -0.32 -0.10
H -0.25863 -1.33416 -1.76873 -0.03 0.18 0.10
H -2.38772 -0.11208 -1.83631 0.20 -0.18 0.06
H 0.17866 -2.79178 0.56648 0.00 -0.16 -0.05
H 0.66757 -1.82108 1.94646 0.03 0.06 0.02
H 2.49987 1.17251 -1.27119 -0.02 -0.02 0.13
H 2.28777 -1.07475 -0.60406 0.02 -0.06 0.01
H 2.66132 1.36071 0.49828 -0.14 0.06 -0.20
H 0.42041 1.21434 1.78007 -0.02 0.09 0.06
H -1.00477 -1.76629 1.38614 -0.12 -0.03 0.01

Entry 6:
23
Properties=species:S:1:pos:R:3:forces:R:3 method="wB97M-V/def2-TZVPD" total_charge=+1 e_lumo_ev="-4.29 / -4.29" orbital_gap_ev="8.22 / 8.21" relative_energy_kj_mol=225.99
N -1.53358 0.43061 -0.12804 0.24 -0.73 0.47
N 1.29248 1.50999 -0.16370 -0.69 -0.46 -0.07
N 0.30525 -1.04958 -0.22682 0.89 0.35 0.72
N 3.46461 0.64117 0.09235 0.28 -0.18 -0.01
C -0.17290 -2.42347 -0.28325 -0.35 -1.21 -0.15
C 2.11801 0.54225 -0.02654 -0.10 0.50 0.01
C -2.40498 1.31094 -0.86754 -0.48 0.49 -0.63
C 1.56620 -0.80735 0.00650 0.04 -0.12 0.26
C -0.58653 -0.16477 -0.72892 -0.19 1.13 -1.44
C -1.75301 0.39690 1.31106 0.10 0.01 0.71
H -1.66215 -0.61878 1.69435 0.00 0.00 -0.06
H 0.40539 -3.04715 0.39371 0.02 0.16 0.05
H 1.70781 2.43098 -0.24428 0.17 0.02 -0.03
H -1.22316 -2.45886 0.00257 0.06 0.08 0.03
H 2.22561 -1.64808 0.15271 -0.13 -0.21 -0.02
H -1.01115 1.02438 1.80698 -0.01 0.06 -0.06
H 3.90709 1.52998 -0.05956 0.04 0.01 0.07
H 4.06272 -0.16095 0.18187 -0.03 0.01 -0.08
H -3.43844 0.97720 -0.77887 0.01 -0.01 0.06
H -2.74862 0.77197 1.53807 0.05 -0.05 -0.05
H -0.08433 -2.82642 -1.29443 0.03 0.23 0.08
H -2.11447 1.31893 -1.91485 0.04 -0.04 0.09
H -2.32184 2.32010 -0.46334 0.03 -0.03 0.04

Entry 7:
23
Properties=species:S:1:pos:R:3:forces:R:3 method="wB97M-V/def2-TZVPD" smiles="CC(C)[C@@H]1[NH+]=CN=CN1N" total_charge=+1 e_lumo_ev=-4.50 orbital_gap_ev=9.21 relative_energy_kj_mol=214.39
N 1.22342 0.93054 -0.09682 0.26 0.36 0.41
N 1.11216 2.30936 -0.20626 -1.65 0.56 -0.07
N 0.74419 -1.09337 -1.18791 -0.18 2.26 2.21
N 2.30809 -1.04624 0.51815 0.08 -0.40 0.80
C 1.69187 -1.64607 -0.44100 -0.97 0.93 -0.88
C -2.18091 -0.58450 -0.53791 -1.48 -2.86 -0.80
C -1.04686 -0.18160 1.53031 1.33 1.83 -0.82
C 0.20645 0.20444 -0.82884 -1.69 0.52 0.40
C 2.06746 0.26530 0.64395 -0.25 -0.12 -0.53
C -1.09265 0.22902 0.09524 -0.18 0.76 -1.33
H -1.71424 -1.59431 -0.56732 -0.29 0.19 -0.87
H -0.06555 0.81472 -1.72293 0.47 -0.72 0.44
H -0.42811 0.31962 2.23940 0.78 0.56 0.20
H -2.01805 -0.07144 1.83857 -2.34 0.20 1.14
H 0.58795 -1.35034 -2.09985 -0.48 -1.34 -2.27
H 2.66388 0.75029 1.36995 0.52 0.94 0.46
H -0.83840 -1.17162 1.50327 0.77 -3.34 0.55
H 1.84853 2.81169 0.25441 0.25 0.04 0.28
H -1.40730 1.24165 -0.03270 -0.15 1.13 0.35
H -3.12524 -0.94423 0.04121 1.56 1.69 -0.46
H 0.13938 2.68602 0.02121 1.91 -0.96 -0.12
H 1.85663 -2.61320 -0.77788 1.19 -1.91 -0.01
H -2.53272 -0.26572 -1.55625 0.56 -0.31 0.91

Entry 8:
23
Properties=species:S:1:pos:R:3:forces:R:3 method="wB97M-V/def2-TZVPD" total_charge=+1 e_lumo_ev="-4.63 / -6.87" spin_multiplicity=3 orbital_gap_ev="4.73 / 7.22" relative_energy_kj_mol=285.46
N 1.64175 -0.94899 0.66663 -0.98 0.83 1.75
N -1.07652 -0.96442 0.24775 3.84 1.25 1.14
N -0.33539 1.13734 -0.38242 -1.84 -5.81 0.78
N 1.46092 -0.42527 1.71418 0.36 -1.12 -1.69
C 0.26150 0.15714 -1.25244 -1.35 0.65 0.98
C -1.33936 0.45048 0.40086 -1.00 2.83 0.96
C -0.09784 2.39366 -0.28745 1.60 2.31 -0.47
C 0.14229 -1.06878 -0.38841 -1.53 -2.22 -1.01
C 1.58670 0.66747 -1.58500 1.65 -2.03 -3.48
C -1.46148 -1.86232 1.29959 -1.20 -4.07 -5.25
H 1.56812 1.26757 -2.52163 0.08 0.03 0.99
H 0.33950 -2.10974 -0.79381 0.09 1.40 0.58
H 2.29471 -0.44130 2.31605 0.31 0.30 0.47
H 0.61432 2.86031 -0.87329 1.17 0.70 -1.04
H -1.20715 -2.93032 0.86615 -0.09 1.91 1.36
H -2.33050 0.60434 -0.01569 -0.55 0.18 -0.09
H -2.51720 -1.90653 1.24429 -1.31 0.15 0.50
H -1.14948 -1.71069 2.24295 1.57 0.91 3.12
H 2.22956 -0.20841 -1.85705 -0.20 0.74 0.19
H -1.36885 0.99475 1.44048 0.21 -1.74 -1.22
H -0.51434 -0.04018 -1.99825 0.67 -0.10 -1.16
H -0.73458 2.94261 0.25381 -2.17 2.07 1.94
H 1.99331 1.14129 -0.73730 0.68 0.84 0.63

Entry 9:
24
Properties=species:S:1:pos:R:3:forces:R:3 method="wB97M-V/def2-TZVPD" smiles="NC1(N)[NH+]=CNC2=C1C[NH2+]C2" total_charge=+2 e_lumo_ev=-6.79 orbital_gap_ev=10.13 relative_energy_kj_mol=186.29
N -0.07775 0.03997 2.16968 0.15 -1.27 -2.57
N 0.75833 1.81663 -1.31114 1.56 2.29 -1.92
N -1.51169 1.77746 -0.80779 -2.12 0.38 -0.99
N 0.40546 -2.43741 -0.60231 0.46 -1.06 -2.40
N 0.02957 2.06735 1.09567 0.63 -0.48 -1.11
C -0.26387 1.39241 -0.58635 -0.36 -3.84 2.78
C -0.11622 1.39121 2.15867 -0.68 0.88 0.26
C 0.07815 -0.69495 0.92939 -0.40 2.63 0.70
C 0.35152 -2.16458 0.85823 0.55 0.28 0.58
C 0.29178 -1.08927 -1.26489 0.10 -0.66 -5.75
C -0.06840 -0.15367 -0.29156 0.09 3.19 3.99
H 1.34411 -2.87565 -0.88111 -1.66 0.65 0.51
H -0.43923 -1.00436 -2.13305 0.48 -1.06 0.94
H -0.47346 1.98314 2.98925 0.62 -0.66 1.11
H -0.33761 -3.09619 -1.01437 1.14 1.03 1.18
H 0.08853 -0.46568 3.00286 -0.19 -0.20 1.08
H 1.37238 -2.41177 1.25855 -1.48 -0.33 0.34
H -1.62539 2.61633 -1.30104 0.00 1.40 -0.94
H 0.10889 3.08556 1.13752 -0.49 -0.35 0.27
H -0.57658 -2.59797 1.18849 0.39 -1.18 1.05
H 1.66672 1.49580 -0.96169 -0.49 0.51 -0.42
H -2.45170 1.49770 -0.48384 1.55 -0.69 0.31
H 1.22687 -0.88647 -1.82557 -0.11 0.01 0.64
H 0.73632 2.81706 -1.63054 0.25 -1.45 0.33

Entry 10:
21
Properties=species:S:1:pos:R:3:forces:R:3 method="wB97M-V/def2-TZVPD" smiles="CCC(=O)N(C)CC" e_lumo_ev=0.91 orbital_gap_ev=9.84 relative_energy_kj_mol=127.33
O -0.75978 1.13961 1.69158 -0.31 0.22 -0.29
N 0.23846 0.39728 -0.17882 1.21 -0.67 -0.64
C -2.14765 -0.29657 0.40450 0.44 -0.15 1.04
C -2.27886 -1.68048 -0.22327 -0.16 0.04 -0.12
C 2.58038 1.25150 0.43345 -1.91 -0.74 1.02
C 0.82094 -0.84161 -0.77491 -0.51 1.97 0.31
C -0.81113 0.41956 0.70638 0.34 -0.23 0.68
C 1.21444 1.50564 -0.23586 -0.31 -0.45 -1.24
H -2.64595 0.47705 -0.18053 -0.34 -0.23 -0.21
H 1.35541 1.62463 -1.32874 0.09 0.27 0.36
H -1.71292 -2.48371 0.23184 0.86 0.22 0.22
H 0.14506 -1.62265 -0.52319 -0.14 -0.92 -0.35
H 0.97686 -0.64456 -1.84139 -0.27 -0.50 0.00
H -3.27636 -2.07819 0.00910 -0.16 0.53 -0.83
H 3.20116 0.54750 -0.11371 0.35 0.57 -0.30
H 3.02523 2.19591 0.73725 0.39 -0.23 -0.21
H -2.03056 -1.61756 -1.28443 -0.41 -0.47 -0.01
H 1.80708 -1.00477 -0.33850 -0.17 -0.28 0.14
H 0.69186 2.38387 0.11297 0.21 0.25 0.37
H -2.66777 -0.35379 1.36840 0.26 0.39 -0.13
H 2.27408 0.68132 1.32792 0.53 0.44 0.18

Entry 11:
21
Properties=species:S:1:pos:R:3:forces:R:3 method="wB97M-V/def2-TZVPD" e_lumo_ev=-2.37 orbital_gap_ev=5.41 relative_energy_kj_mol=614.24
O 1.94461 -0.67162 -1.77022 -0.19 -0.01 -0.06
N 0.54040 0.86828 -0.77705 -1.46 2.03 0.49
C -0.28231 -0.22440 -0.31647 2.93 -2.07 0.21
C -1.25236 -0.09146 0.73633 0.86 1.59 -1.75
C -1.00087 -0.65009 1.99859 0.44 -0.07 3.34
C 1.60584 0.48295 -1.45363 0.55 -0.83 0.08
C -1.00164 -0.93392 -1.52068 -1.32 0.75 0.07
C -0.08467 0.63433 2.66447 -2.07 -0.14 -2.12
H 0.49427 -0.91650 0.06308 -0.51 -0.60 -0.15
H -0.87510 1.36235 2.82933 0.31 0.36 0.14
H 0.42270 0.44888 3.60134 0.18 -0.78 -0.24
H -0.34804 -1.51280 2.10053 0.10 -0.03 -0.77
H -1.49770 3.61273 1.13447 -0.03 0.02 0.02
H -1.84819 -0.30231 -1.81381 -0.02 -0.04 -0.03
H 2.31650 1.29824 -1.67137 -0.31 0.24 -0.04
H -2.00327 0.65789 0.48388 -0.50 -0.25 0.64
H 0.48526 0.93276 1.78757 0.84 0.48 0.62
H -1.05264 3.41385 0.57405 0.05 -0.06 -0.03
H -0.29696 -0.89792 -2.34059 0.27 -0.46 0.13
H -1.40253 -1.91893 -1.29405 0.32 -0.15 -0.07
H -1.79348 -0.76161 2.73598 -0.44 0.03 -0.46